Formula: C8H24BGdNOP2
Source: the OMol25 dataset
Level of theory: the ωB97M-V functional and the def2-TZVPD basis

Summary:
E_tot in eV: -52298.47293
Gap between HOMO and LUMO (alpha / beta) in eV: 5.01 / 5.40
HOMO level (alpha / beta) in eV: -8.54 / -8.68
2S+1: 8
Charge: +1

Structure (XYZ):
```
38
Properties=species:S:1:pos:R:3:forces:R:3:lowdin_spin:R:1
Gd 0.4137 -0.0203 -0.0680 -0.8 0.1 1.9 6.800
H -0.9885 -1.8132 -0.1452 0.2 0.6 0.1 -0.137
H -1.3608 1.4458 1.8243 0.1 -0.3 0.4 0.028
P -0.4596 -3.0561 -0.7288 0.2 -1.8 -0.9 -0.169
P -0.0682 2.6977 -0.7621 -0.2 1.7 -0.4 -0.017
C 1.3841 3.7689 -0.4240 0.2 -0.3 0.1 0.002
H 1.1496 4.7973 -0.7366 0.1 -0.3 0.1 0.000
H 1.6148 3.7517 0.6476 0.0 0.1 -0.2 0.000
H 2.2523 3.3998 -0.9823 -0.1 0.1 0.1 0.001
C -0.3565 3.1563 -2.5119 0.0 -0.3 -0.1 0.003
H -1.3342 2.7801 -2.8341 0.2 0.1 0.0 0.000
H -0.3349 4.2513 -2.6155 0.0 -0.3 0.0 0.000
H 0.4193 2.7053 -3.1389 -0.2 0.1 0.1 0.000
C -1.3529 3.7598 0.0091 -0.2 -0.1 0.1 -0.002
H -1.2345 3.7702 1.1002 -0.1 0.1 -0.2 0.001
H -1.2566 4.7875 -0.3768 -0.1 -0.4 0.2 -0.001
H -2.3522 3.3761 -0.2333 0.2 0.1 0.1 0.000
C -0.3965 -3.0300 -2.5307 0.0 0.0 -0.4 -0.023
H -0.3771 -4.0634 -2.9119 0.0 0.3 0.1 -0.008
H -1.2895 -2.5247 -2.9286 0.3 -0.1 0.1 -0.002
H 0.4958 -2.4896 -2.8816 -0.3 -0.1 0.2 -0.001
C 1.1551 -3.5569 -0.0797 0.2 0.1 0.1 -0.014
H 1.1850 -3.4181 1.0128 0.0 -0.1 -0.3 0.002
H 1.2980 -4.6259 -0.3134 0.0 0.4 0.1 -0.007
H 1.9712 -2.9769 -0.5428 -0.3 -0.2 0.1 0.000
C -1.6805 -4.2607 -0.1853 -0.2 -0.1 0.1 -0.010
H -2.6782 -3.9243 -0.4964 0.2 -0.1 0.1 -0.002
H -1.4929 -5.2601 -0.6010 0.0 0.3 0.1 -0.004
H -1.6558 -4.3224 0.9091 0.0 0.0 -0.2 -0.001
C 2.6874 -0.0442 0.7309 3.5 -0.5 1.6 0.128
O 3.7413 -0.0143 1.2063 -2.3 0.1 -1.0 0.103
H 0.9338 0.0335 -1.8511 0.3 -0.3 -2.0 0.009
B 0.1534 0.0073 4.4085 0.6 -0.3 0.8 0.057
C -0.2140 0.3755 3.0393 -0.3 0.4 -2.4 0.155
N -0.6269 0.7240 1.9418 -1.0 1.3 1.0 0.068
H -0.7641 0.4581 5.0746 0.1 -0.1 0.0 0.028
H 1.2175 0.5640 4.5963 -0.1 -0.2 0.1 0.000
H 0.2020 -1.2089 4.3794 0.0 0.1 0.3 0.011
```
Positions in Å, forces in eV/Å.

Formula: C9H12N2O2
Source: the OMol25 dataset
Level of theory: the ωB97M-V functional and the def2-TZVPD basis

Summary:
E_tot in eV: -16600.71993
Gap between HOMO and LUMO in eV: 9.75
HOMO level in eV: -9.49
Structure (SMILES): C/C1=C(C)/C(C)=C/NC(=O)NC1=O

Structure (XYZ):
```
25
Properties=species:S:1:pos:R:3:forces:R:3:nbo_charge:R:1
C -0.0641 1.1541 -0.3206 1.4 0.1 -0.1 0.026
C -1.1526 0.1838 -0.1907 0.7 -0.2 -0.3 0.001
C 0.7921 -1.5352 0.2476 -0.3 0.8 -1.6 0.674
C 2.7180 0.3527 0.2113 0.0 0.3 -0.6 0.803
C 0.8630 0.8418 -1.2762 -1.4 -1.0 1.5 -0.052
C -0.6300 -1.0767 -0.0976 -1.7 0.4 0.5 -0.056
C 0.2596 2.0372 0.8720 1.0 -3.0 0.6 -0.659
C -2.6253 0.5584 -0.1687 -0.4 2.0 2.3 -0.661
C -1.6045 -2.2524 -0.2340 0.4 2.3 -1.1 -0.643
N 1.9239 -0.7311 0.5954 1.4 -1.7 2.3 -0.711
N 2.1628 1.0502 -0.8425 3.9 2.2 -2.4 -0.660
O 0.9460 -2.7297 0.2198 0.5 -0.5 0.6 -0.565
O 3.8194 0.5430 0.7307 -1.8 -0.1 -1.0 -0.620
H 0.5924 0.0412 -2.0185 0.6 1.2 0.4 0.208
H -0.5441 2.5710 1.1519 -3.1 2.3 0.6 0.219
H 1.1194 2.6501 0.9443 0.9 0.6 -0.9 0.239
H 0.3436 1.3932 1.7846 0.2 -0.1 -0.7 0.225
H -3.1268 0.0331 0.6728 0.2 0.0 -0.6 0.228
H -3.1838 0.3543 -1.0732 0.1 0.0 -0.3 0.236
H -2.8243 1.7017 0.1564 0.8 -2.4 -1.1 0.227
H -2.6384 -1.8078 -0.2612 1.0 -1.2 0.5 0.217
H -1.3039 -2.9925 0.4593 -0.6 -0.9 0.7 0.244
H -1.3735 -2.5941 -1.2424 -0.3 -0.5 -0.1 0.227
H 2.6335 -1.3126 1.1365 -1.7 0.6 -0.8 0.436
H 2.8976 1.5663 -1.4571 -1.8 -1.3 1.7 0.416
```
Positions in Å, forces in eV/Å.

Formula: C3H9NO
Source: the OMol25 dataset
Level of theory: the ωB97M-V functional and the def2-TZVPD basis

Summary:
E_tot in eV: -6793.26324
Gap between HOMO and LUMO in eV: 10.27
HOMO level in eV: -9.25
Structure (SMILES): NCCCO

Structure (XYZ):
```
14
Properties=species:S:1:pos:R:3:forces:R:3:nbo_charge:R:1
C -1.0260 0.0952 -0.2451 -1.0 -0.9 0.9 -0.204
C 0.4799 0.2762 -0.5018 -1.5 0.3 1.3 -0.442
C 1.1947 -0.5486 0.5479 1.1 -0.8 -1.0 -0.060
O 2.5416 -0.7179 0.0523 0.1 -0.2 0.8 -0.730
N -1.7055 1.2626 0.2910 -0.9 -0.2 1.6 -0.837
H -1.4496 -0.0573 -1.2386 -0.3 -0.9 0.1 0.169
H -1.2993 -0.8008 0.5145 0.9 1.7 -2.1 0.175
H 0.5635 -0.0672 -1.5391 1.1 -0.2 0.5 0.211
H 0.7637 1.3372 -0.4322 -0.2 -0.3 -0.1 0.222
H 1.1354 -0.2726 1.6337 0.2 0.6 -1.1 0.182
H 0.7512 -1.5315 0.5251 -0.4 -0.5 0.0 0.151
H 2.6819 -1.6695 0.0268 0.3 0.2 0.0 0.465
H -2.1075 1.7585 -0.4742 -0.2 0.7 -0.4 0.348
H -2.5239 0.9357 0.8398 0.8 0.5 -0.4 0.352
```
Positions in Å, forces in eV/Å.

Formula: C4H8O2
Source: the OMol25 dataset
Level of theory: the ωB97M-V functional and the def2-TZVPD basis

Summary:
E_tot in eV: -8371.51586
Gap between HOMO and LUMO in eV: 10.49
HOMO level in eV: -9.42
Structure (SMILES): C1COCCO1

Structure (XYZ):
```
14
Properties=species:S:1:pos:R:3:forces:R:3:nbo_charge:R:1
C -0.8134 -1.0981 -0.0148 -0.2 -0.1 -0.2 -0.096
C -1.3382 0.3290 -0.1983 -0.2 -0.2 -0.1 -0.101
O -0.3457 1.3002 -0.4718 0.0 0.0 -0.2 -0.525
C 0.8546 1.1170 0.2553 0.2 -0.1 0.1 -0.095
C 1.3553 -0.3006 0.0609 0.2 0.1 0.0 -0.101
O 0.4305 -1.2086 0.6268 0.0 0.0 0.2 -0.518
H -1.5428 -1.6736 0.5653 0.2 0.0 -0.1 0.199
H -0.7522 -1.5324 -1.0339 0.2 -0.1 0.4 0.156
H -1.8980 0.1829 -1.1185 -0.5 0.7 0.0 0.189
H -2.0168 0.6873 0.5943 0.4 -0.2 0.0 0.169
H 0.7140 1.3095 1.3317 -0.1 0.0 -0.2 0.168
H 1.5676 1.8480 -0.1401 -0.1 -0.1 0.1 0.194
H 2.3088 -0.4746 0.5644 -0.1 0.1 0.0 0.196
H 1.4763 -0.4861 -1.0212 0.0 -0.1 0.2 0.166
```
Positions in Å, forces in eV/Å.

Computed energy above the lowest of the compared OMol25 structures with the same formula, charge and spin (eV) in order:
0.000; 1.596; 1.792; 1.766